1.
90
Properties=species:S:1:pos:R:3:forces:R:3:lowdin_charge:R:1 method="wB97M-V/def2-TZVPD" max_force_ev_per_a=1.00 e_lumo_ev=-0.66 orbital_gap_ev=6.059
Pd 0.360287 0.254887 -0.193659 -0.1 0.0 -0.1 0.058
C -0.177858 -0.761699 -4.099970 0.0 0.0 0.0 -0.277
P 0.591267 -1.050228 -2.460833 0.1 -0.2 0.2 0.940
C -0.278538 -2.650450 -2.004738 0.1 0.1 0.1 -0.385
N -0.685339 -3.413596 -2.987757 0.0 0.2 -0.1 0.119
C -1.257097 -4.606157 -2.701491 -0.1 -0.2 0.0 -0.219
C -1.684956 -5.451560 -3.755157 0.0 0.1 0.0 -0.017
C -2.221058 -6.667577 -3.465979 -0.1 -0.2 0.2 -0.076
C -2.362754 -7.096778 -2.118327 0.0 0.0 -0.2 -0.075
C -1.965792 -6.298053 -1.090472 0.0 0.1 0.1 -0.016
C -1.401442 -5.027774 -1.368410 0.0 -0.1 -0.1 -0.213
N -0.998958 -4.230371 -0.350598 0.0 0.2 0.1 0.134
C -0.471574 -3.063268 -0.629191 0.0 -0.1 0.0 -0.361
P 0.095885 -1.976532 0.784186 0.1 -0.2 -0.2 0.976
C 1.383874 -3.106980 1.446428 -0.1 -0.1 0.0 -0.241
C -1.193126 -2.084213 2.144174 -0.1 0.0 -0.1 -0.696
C -0.618509 -1.198862 3.259453 -0.1 0.0 0.0 -0.108
C -2.486398 -1.458193 1.617395 0.0 -0.1 0.1 -0.122
C -1.485830 -3.482518 2.696124 0.1 0.1 0.1 -0.096
C 2.287215 -1.665616 -2.998557 -0.1 -0.1 0.1 -0.710
C 2.980996 -2.222600 -1.751111 0.0 0.0 -0.1 -0.111
C 2.288711 -2.729504 -4.096634 0.0 0.0 0.0 -0.094
C 3.013230 -0.414290 -3.502544 0.1 -0.1 -0.1 -0.106
H -0.146351 -1.668082 -4.700626 0.0 0.0 0.0 0.028
H 0.362018 0.043964 -4.597998 0.0 0.0 0.0 0.042
H -1.210922 -0.450261 -3.967717 0.0 0.0 0.0 -0.007
H -1.562363 -5.111523 -4.776607 0.0 0.0 0.1 0.115
H -2.537403 -7.319275 -4.270198 0.0 0.0 0.0 0.104
H -2.788385 -8.069366 -1.908111 0.0 0.0 0.0 0.104
H -2.061504 -6.606247 -0.056075 0.0 0.0 0.0 0.114
H 0.979417 -4.116560 1.542566 0.0 0.0 0.0 0.042
H 1.717751 -2.745638 2.417201 0.0 0.0 0.0 0.033
H 2.239505 -3.127118 0.776767 0.0 0.0 0.0 0.018
H -0.329696 -0.217633 2.878545 0.0 0.0 0.0 0.046
H 0.254330 -1.656804 3.731239 0.0 0.0 0.0 0.071
H -1.379918 -1.060294 4.033069 0.0 0.0 0.0 0.092
H -2.293781 -0.486495 1.161450 0.0 0.0 0.1 0.013
H -3.189307 -1.310867 2.444771 0.0 0.0 0.0 0.094
H -2.961072 -2.107490 0.874287 0.1 0.0 0.1 0.070
H -0.627072 -3.890056 3.236746 -0.1 0.0 -0.1 0.075
H -1.763384 -4.183648 1.912449 0.0 0.0 0.0 0.053
H -2.315538 -3.407975 3.408817 0.1 0.0 0.0 0.085
H 2.552568 -3.189884 -1.467610 0.0 0.1 0.0 0.075
H 2.882011 -1.541333 -0.903553 0.0 0.0 0.0 0.033
H 4.047432 -2.373626 -1.945607 0.0 0.0 0.0 0.093
H 1.608279 -3.554153 -3.880365 0.1 0.0 0.0 0.063
H 3.299743 -3.140866 -4.194086 0.0 0.1 0.0 0.087
H 2.010609 -2.306381 -5.064921 0.0 0.0 0.1 0.076
H 2.970811 0.389773 -2.775280 0.0 0.1 0.1 0.044
H 2.571028 -0.050911 -4.434709 0.1 0.0 0.1 0.072
H 4.064766 -0.648288 -3.702441 -0.1 0.0 0.0 0.094
C 3.062648 -0.162939 2.024673 0.0 -0.2 0.1 -0.218
Si 2.385327 1.028251 0.737598 -0.8 0.4 0.1 0.448
C 3.839049 1.280758 -0.426524 0.1 -0.1 -0.3 -0.218
C 2.230301 2.702355 1.586110 0.3 0.1 0.1 -0.321
C 3.296024 3.364776 2.213873 -0.1 0.1 0.1 -0.103
C 3.123965 4.626929 2.764999 0.0 -0.1 0.0 -0.101
C 1.875926 5.244480 2.702644 -0.1 -0.1 -0.1 -0.099
C 0.814776 4.589877 2.088670 0.2 0.0 0.0 -0.102
C 0.985281 3.317144 1.518878 -0.2 0.4 0.2 -0.324
Si -0.393341 2.362791 0.645466 1.0 0.1 -0.2 0.428
C -1.758921 2.249049 1.935261 -0.2 -0.1 0.1 -0.216
C -1.038612 3.569485 -0.660007 -0.1 0.0 -0.1 -0.247
H 3.937028 0.304314 2.496702 -0.1 -0.1 0.0 0.031
H 3.388765 -1.107974 1.574537 0.0 0.1 0.1 0.011
H 2.324598 -0.378967 2.803574 0.1 0.0 0.0 0.012
H 4.654650 1.700870 0.177048 -0.1 0.0 -0.1 0.028
H 3.599395 2.000025 -1.214080 0.1 0.0 0.0 0.030
H 4.205052 0.357794 -0.885357 0.0 0.1 0.0 0.007
H 4.273360 2.890893 2.280404 -0.1 0.0 0.0 0.093
H 3.957799 5.134232 3.239317 0.0 0.0 0.0 0.096
H 1.737047 6.232350 3.130989 0.0 -0.1 0.0 0.096
H -0.157985 5.076723 2.051393 0.1 0.0 0.0 0.095
H -2.032558 3.275891 2.214300 0.0 -0.1 0.0 0.032
H -1.408122 1.734056 2.833741 -0.1 0.1 0.0 0.016
H -2.662273 1.746957 1.568256 0.1 0.1 0.1 -0.015
H -0.859011 4.598442 -0.324199 0.0 -0.1 0.0 0.020
H -2.111605 3.444125 -0.836773 0.1 0.0 0.0 0.005
H -0.520135 3.419800 -1.610032 0.0 0.1 0.0 0.015
S -2.079733 0.401938 -1.513826 -0.1 0.2 0.0 0.665
C -3.555452 -0.237865 -1.120902 0.0 -0.1 0.2 -1.116
N -3.969724 -1.470715 -1.435470 -0.2 -0.1 -0.4 -0.058
C -5.401868 -1.734383 -1.336316 0.1 0.0 0.1 -0.212
C -5.903971 -0.825149 -0.217926 0.1 0.1 0.0 -0.404
S -4.782225 0.610110 -0.234410 -0.1 0.2 0.0 0.964
H -3.400030 -1.967724 -2.106547 0.0 -0.1 0.1 0.134
H -5.576202 -2.782350 -1.096598 0.0 0.0 0.0 0.122
H -5.902382 -1.506552 -2.279318 0.0 0.1 -0.1 0.121
H -5.847034 -1.304349 0.757235 0.0 0.0 0.0 0.076
H -6.919318 -0.485872 -0.397358 -0.1 0.0 0.0 0.076

---

2.
92
Properties=species:S:1:pos:R:3:forces:R:3:lowdin_charge:R:1 method="wB97M-V/def2-TZVPD" total_charge=-1 max_force_ev_per_a=4.03 e_lumo_ev=1.44 orbital_gap_ev=4.279
C 4.262695 2.368147 -0.943001 -0.5 -0.5 0.0 -0.108
C 2.894530 1.671093 -1.372744 -3.3 -2.3 -0.4 -0.215
C 1.878224 2.208151 -2.410545 -0.3 -2.5 1.7 -0.052
C 0.547716 1.433482 -2.707228 2.3 -0.8 2.1 -0.063
C 0.163507 0.089116 -2.003195 3.1 1.3 0.6 -0.076
C -1.222845 -0.680598 -2.303857 0.0 1.2 0.1 -0.334
C -2.256942 0.458194 -2.867066 0.2 -0.7 1.2 -0.121
C -1.916064 -1.271283 -0.966716 -0.4 0.4 -1.0 -0.096
C 1.225065 -0.472462 -0.984938 1.1 2.5 -1.0 -0.155
O 1.057325 -1.701371 -0.285724 0.2 2.2 -2.2 -0.243
C 1.940944 -2.753256 -0.791909 0.0 -1.2 -1.0 -0.389
P 3.137469 -3.312831 0.630911 0.8 1.1 -0.7 0.374
C 4.344863 -3.695704 2.115908 0.5 0.3 2.1 -0.362
C 3.634858 -3.056737 3.406433 0.2 -2.5 0.5 -0.333
O 3.209958 -3.737401 4.387338 1.1 2.4 -2.8 -0.104
C 2.544717 0.313582 -0.685832 -2.2 1.6 -2.2 0.048
H 4.375289 3.402431 -1.407334 -0.1 -1.5 0.4 0.028
H 4.325586 2.490538 0.204457 -0.2 -0.3 -1.8 0.080
H 5.111031 1.656735 -1.259459 -1.1 1.3 0.4 0.075
H 2.125890 3.197016 -2.961271 -0.6 -1.9 1.0 0.053
H -0.125932 1.931153 -3.496757 1.1 -1.1 1.5 0.072
H -1.078223 -1.509675 -3.094872 -0.1 1.2 1.3 0.118
H -3.332123 0.037541 -2.834857 1.7 0.6 -0.4 0.073
H -2.219826 1.296430 -2.070314 -0.1 -1.1 -1.5 0.077
H -1.949575 0.836197 -3.897253 -0.6 -0.5 1.4 0.053
H -2.975268 -1.607955 -1.295371 1.6 0.5 0.6 0.065
H -1.366121 -2.157096 -0.508412 -0.5 1.5 -0.5 0.069
H -2.043240 -0.380367 -0.248989 0.3 -1.6 -0.8 0.077
H 1.262361 -3.654141 -1.071106 0.8 1.3 0.2 0.067
H 2.544659 -2.407606 -1.716373 -1.1 -0.4 1.4 0.094
H 2.249529 -2.603303 1.552354 -0.2 0.0 0.2 -0.024
H 2.428005 -4.563991 0.828510 -0.4 -0.6 0.4 -0.053
H 4.012344 -4.013054 -0.317510 -0.2 0.1 -0.2 -0.059
H 3.949480 -2.126133 0.396783 -1.2 -0.5 0.2 -0.078
H 4.559016 -4.812200 2.221694 -0.5 1.4 0.2 0.057
H 5.347113 -3.149095 1.954959 -1.5 -0.7 0.1 0.042
H 3.496934 -1.906297 3.364930 0.2 -1.5 0.1 0.107
H 3.277552 -0.099624 0.077859 -1.2 0.3 -1.2 0.063
C -3.448013 -4.704836 -1.185207 0.0 -0.1 0.3 -0.071
C -3.312253 -4.223261 -2.562253 0.0 0.1 -0.1 -0.281
N -3.204964 -3.843727 -3.643936 -0.1 -0.2 0.4 0.128
H -4.476578 -4.614642 -0.827885 0.1 0.1 -0.2 0.082
H -3.164283 -5.756305 -1.097754 0.0 0.1 -0.2 0.081
H -2.814308 -4.138876 -0.498338 0.0 0.1 -0.3 0.071
C -1.141160 -1.387600 -6.457840 -0.2 -0.2 0.0 -0.075
C -0.056538 -0.546692 -5.942364 0.1 0.0 0.0 -0.272
N 0.796156 0.112583 -5.536904 -0.4 -0.3 -0.4 0.157
H -1.564611 -2.022146 -5.674897 0.1 0.1 0.1 0.062
H -1.957245 -0.785629 -6.864716 0.2 0.1 0.1 0.078
H -0.793266 -2.046242 -7.257195 0.2 0.1 0.1 0.076
C 7.922572 -0.379233 1.323384 0.3 0.0 0.1 -0.074
C 6.555305 -0.690633 0.897510 0.0 -0.1 0.0 -0.223
N 5.480490 -0.938783 0.562863 1.4 1.2 0.1 0.152
H 7.970424 0.574755 1.853962 -0.2 -0.1 -0.1 0.075
H 8.318392 -1.144997 1.995194 -0.2 0.0 -0.1 0.079
H 8.602915 -0.311639 0.471097 -0.2 -0.1 0.0 0.076
C -3.205713 1.933186 2.443628 0.1 0.0 0.3 -0.087
C -3.861156 1.690021 1.155632 0.0 0.0 -0.2 -0.279
N -4.377838 1.498945 0.142572 0.2 0.2 0.5 0.128
H -2.119174 1.980768 2.340175 -0.1 0.0 -0.2 0.090
H -3.529631 2.876956 2.887836 0.0 -0.1 -0.2 0.060
H -3.427470 1.143140 3.164759 0.0 0.0 -0.2 0.057
C -3.863256 5.505322 -0.253696 -0.2 0.1 -0.3 -0.074
C -3.005630 5.295099 0.915631 0.1 0.0 0.0 -0.271
N -2.332141 5.126825 1.833909 -0.3 0.1 -0.3 0.136
H -4.864318 5.097302 -0.095832 0.2 -0.1 0.2 0.079
H -3.977096 6.567730 -0.482369 0.2 -0.1 0.2 0.076
H -3.452767 5.023093 -1.143926 0.1 -0.1 0.2 0.085
C 5.102657 6.689228 -1.562553 0.2 0.1 0.2 -0.074
C 4.209978 5.906313 -2.421105 -0.1 0.0 -0.1 -0.270
N 3.509749 5.290050 -3.094790 0.3 0.4 0.2 0.151
H 5.161922 6.268662 -0.555829 -0.1 -0.1 -0.2 0.082
H 6.119018 6.720125 -1.962263 -0.2 -0.1 -0.1 0.080
H 4.760681 7.722135 -1.463724 -0.1 -0.2 -0.1 0.078
C -6.162521 1.009365 5.527643 -0.2 0.0 -0.1 -0.089
C -4.729277 1.200299 5.769168 0.2 0.0 0.1 -0.279
N -3.602746 1.350459 5.960656 -0.6 0.0 -0.1 0.136
H -6.753087 1.224553 6.421048 0.2 0.0 0.0 0.070
H -6.527247 1.663464 4.732872 0.2 0.0 0.1 0.055
H -6.387019 -0.017589 5.230338 0.2 0.1 0.0 0.086
C 3.425178 -7.387451 -1.559562 -0.3 -0.1 -0.1 -0.083
C 4.517252 -6.570286 -1.025792 0.4 0.1 0.2 -0.292
N 5.375419 -5.925674 -0.604465 -0.3 -0.8 -0.4 0.130
H 2.988810 -8.027164 -0.788848 0.2 0.2 0.1 0.076
H 2.619870 -6.767480 -1.961486 0.2 0.1 0.1 0.077
H 3.768423 -8.038874 -2.367166 0.2 0.1 0.1 0.070
C -9.092385 4.204009 6.424072 0.0 0.2 0.2 -0.070
C -9.072368 3.112936 5.445858 -0.1 0.0 -0.1 -0.269
N -9.056306 2.256153 4.677269 0.0 0.4 0.4 0.140
H -10.086239 4.335931 6.858050 0.0 -0.2 -0.2 0.082
H -8.399952 4.017069 7.248367 0.0 -0.2 -0.2 0.081
H -8.807153 5.155659 5.969695 0.0 -0.2 -0.1 0.083

---

no.,E (Eh),E_HOMO (eV)
1,-3560.98703,-6.72
2,-2194.82990,-2.84